8
Properties=species:S:1:pos:R:3 method="wB97M-V/def2-TZVPD" total_charge=0 max_force_ev_per_a=2.2 mol_weight_g_mol=211.9 relative_energy_kj_mol=429.9 smiles=[O-][N+]#CI.C#[N+][O-]
C 0.86713 1.84696 1.30536
C 2.05632 -0.35137 0.33740
N -0.20021 1.62229 0.87298
N 1.13857 -1.07903 0.23693
O 0.04760 -1.50463 0.18643
O -1.21029 1.12394 0.42433
I 4.03184 -0.07507 0.03881
H 1.62276 2.61495 1.33658


131
Properties=species:S:1:pos:R:3 method="wB97M-V/def2-TZVPD" total_charge=-1 max_force_ev_per_a=2.4 mol_weight_g_mol=860.0 relative_energy_kj_mol=0.0
K 0.03707 -0.20865 -0.94400
C -1.67179 1.45325 2.96342
N -0.33922 0.87296 2.81765
C 0.15089 0.42029 4.10736
C 0.55565 1.84842 2.20021
C 1.91481 1.33776 1.72702
N 1.87252 0.21713 0.79515
C 1.76878 -1.05629 1.53950
C 2.10957 -2.31897 0.78294
C 3.30766 -2.95394 1.08971
C 3.70566 -4.13192 0.48385
C 2.83010 -4.66681 -0.46088
C 1.60342 -4.10940 -0.77954
C 1.18855 -2.89238 -0.13696
O 0.03611 -2.32268 -0.35741
C 0.67916 -4.83068 -1.76686
C -0.56844 -5.33212 -1.01558
C 0.30258 -3.89819 -2.93158
C 1.33346 -6.06642 -2.39522
C 5.01064 -4.85168 0.81009
C 5.89184 -4.92314 -0.44680
C 4.70751 -6.27865 1.29561
C 5.80495 -4.13745 1.90591
C 3.05980 0.21694 -0.05136
C 3.25823 1.36345 -1.02935
C 4.58514 1.60022 -1.35419
C 4.97653 2.48577 -2.34453
C 3.95455 3.16172 -2.99717
C 2.60430 2.99811 -2.70470
C 2.20161 2.05455 -1.69781
O 0.95189 1.79320 -1.39677
C 1.59516 3.75545 -3.58031
C 2.26296 4.81933 -4.46597
C 0.93409 2.74027 -4.53391
C 0.55034 4.51506 -2.75178
C 6.45293 2.65801 -2.68964
C 7.03430 1.30609 -3.13610
C 6.67253 3.66115 -3.82456
C 7.22349 3.15496 -1.45750
H -1.66525 2.31229 3.65564
H -2.36035 0.69829 3.34902
H -2.03079 1.79366 1.99225
H 0.20760 1.24634 4.83663
H 1.14317 -0.01894 4.00516
H -0.52032 -0.34642 4.49789
H 0.74892 2.68689 2.89619
H 0.03548 2.25343 1.33852
H 2.56073 1.08939 2.58880
H 2.37982 2.18183 1.21202
H 0.74953 -1.12735 1.91771
H 2.44470 -1.01460 2.41096
H 3.94946 -2.48196 1.82575
H 3.11983 -5.58503 -0.95565
H -1.03738 -4.53107 -0.45540
H -0.27703 -6.11261 -0.30834
H -1.29786 -5.75413 -1.71361
H -0.03709 -2.93065 -2.57547
H -0.48028 -4.35833 -3.54409
H 1.17255 -3.73156 -3.57130
H 1.57768 -6.81963 -1.64306
H 2.24233 -5.80496 -2.94222
H 0.63078 -6.51278 -3.10284
H 5.37814 -5.43976 -1.25864
H 6.82379 -5.45656 -0.23630
H 6.13841 -3.91664 -0.79096
H 4.22623 -6.86688 0.51320
H 4.03735 -6.24983 2.15688
H 5.62841 -6.79120 1.58849
H 6.11928 -3.14409 1.57899
H 6.70103 -4.71468 2.14460
H 5.21461 -4.03520 2.81845
H 3.03941 -0.71534 -0.62116
H 3.96530 0.17308 0.58185
H 5.34056 1.03926 -0.80979
H 4.22041 3.85672 -3.77892
H 2.91865 4.37644 -5.21834
H 2.83749 5.53381 -3.87244
H 1.48110 5.36919 -4.99481
H 1.65484 2.43585 -5.29670
H 0.07271 3.18882 -5.04026
H 0.62324 1.84248 -4.00658
H 1.04103 5.29069 -2.15804
H 0.01713 3.86489 -2.07565
H -0.17098 4.99959 -3.41616
H 6.48703 0.92973 -4.00255
H 6.95728 0.56399 -2.34086
H 8.08889 1.41119 -3.40744
H 6.17821 3.33449 -4.74169
H 7.74134 3.75124 -4.03155
H 6.29631 4.65109 -3.55859
H 7.12979 2.45212 -0.62860
H 6.83140 4.11965 -1.12966
H 8.28605 3.27101 -1.69012
O -2.39620 -2.38046 -1.78043
H -2.15653 -2.87330 -2.57166
H -1.62773 -2.48381 -1.18315
O -1.44078 2.84681 -0.26486
H -2.01576 2.42940 -0.91622
H -0.54784 2.57797 -0.55667
O -1.81531 -1.46660 1.53448
H -1.15882 -1.89169 0.94375
H -1.33313 -0.71098 1.91314
O -1.29706 1.07760 -2.60156
H -0.43467 1.44147 -2.27252
H -1.50843 1.62706 -3.36253
N 2.20486 -0.81126 -3.37416
H 2.67966 -0.92071 -4.26216
H 2.54129 -1.54937 -2.76158
H 2.52275 0.07074 -2.98023
C -5.77306 -0.48311 -3.06207
C -4.42899 0.17800 -2.77620
Sb -3.66801 0.05033 -0.72285
C -4.93765 -1.57448 -0.00854
C -6.37269 -1.26645 0.40438
C -4.86968 1.75665 0.03704
C -6.21421 2.09639 -0.60080
H -6.01265 -0.44954 -4.13060
H -6.58666 0.01018 -2.52938
H -5.76264 -1.53176 -2.75987
H -4.45816 1.24004 -3.03750
H -3.64905 -0.28509 -3.38353
H -4.38000 -1.97469 0.84000
H -4.90414 -2.33111 -0.79311
H -6.40125 -0.49286 1.17469
H -6.85741 -2.15779 0.81757
H -6.97444 -0.93271 -0.44078
H -4.20145 2.61780 -0.05315
H -4.98717 1.58035 1.11100
H -6.12306 2.21054 -1.68280
H -6.60408 3.04192 -0.20730
H -6.96476 1.33107 -0.40561


130
Properties=species:S:1:pos:R:3 method="wB97M-V/def2-TZVPD" total_charge=0 max_force_ev_per_a=5.2 mol_weight_g_mol=1048.2
F 10.00341 -4.51296 2.40134
C 10.15097 -3.87528 1.04581
F 10.89985 -4.73902 0.08839
C 8.73865 -3.29425 0.43788
F 9.04491 -2.66879 -0.86907
F 8.31602 -2.18335 1.37068
C 7.49913 -4.36597 0.42591
F 6.86772 -4.55570 1.78443
F 8.11792 -5.70828 0.11187
C 6.36551 -4.11414 -0.72920
F 6.72431 -4.72762 -2.06250
F 5.14336 -4.88294 -0.28361
C 5.87737 -2.56128 -0.90847
O 4.56322 -2.26475 -0.31791
C 4.67661 -1.88629 1.10197
C 3.42560 -2.62660 1.88608
Si 1.77570 -2.66380 0.87017
O 0.75803 -3.91125 1.65647
Si 1.14916 -5.46146 0.84664
H 10.84132 -2.92059 1.23501
H 5.77389 -2.37679 -2.08294
H 6.62561 -1.74997 -0.52134
H 5.68350 -2.29768 1.56130
H 4.70793 -0.71317 1.26219
H 3.76029 -3.74481 2.12057
H 3.32595 -2.09670 2.92646
H 2.08940 -3.07380 -0.52223
H 1.09784 -1.36095 0.79590
H 2.11473 -6.24607 1.65002
H 1.79056 -5.25699 -0.45166
H -0.11053 -6.19143 0.65551
N 0.39092 0.63774 1.77460
C 0.82878 1.37388 2.81945
C 0.00758 2.17814 3.59337
C -1.34538 2.23593 3.27613
C -1.82610 1.49062 2.20443
C -0.92773 0.71281 1.49179
H 1.89253 1.29782 3.02513
H 0.41313 2.74602 4.42301
H -2.01973 2.85633 3.85922
H -2.87496 1.51443 1.93132
H -1.25488 0.11021 0.64908
N -2.09318 -0.36936 -2.35357
C -0.82626 -0.55294 -2.78549
C -0.08322 0.42244 -3.43099
C -0.67461 1.66178 -3.65190
C -1.97882 1.88073 -3.22039
C -2.64004 0.84466 -2.58065
H -0.41012 -1.53748 -2.59271
H 0.93172 0.22055 -3.75406
H -0.12380 2.45063 -4.15587
H -2.46810 2.83523 -3.37788
H -3.65817 0.96752 -2.22200
N -2.55672 1.67838 6.53518
C -2.11886 2.41452 7.58004
C -2.94006 3.21878 8.35395
C -4.29302 3.27656 8.03671
C -4.77374 2.53126 6.96501
C -3.87537 1.75344 6.25237
H -1.05511 2.33845 7.78572
H -2.53451 3.78665 9.18359
H -4.96737 3.89697 8.61981
H -5.82260 2.55507 6.69191
H -4.20252 1.15085 5.40966
N -4.97258 3.09592 0.53546
C -5.43349 3.78692 -0.53011
C -5.82956 5.11368 -0.47545
C -5.75298 5.77360 0.74649
C -5.28418 5.08818 1.86253
C -4.90790 3.76365 1.70781
H -5.47762 3.22752 -1.46004
H -6.18942 5.62002 -1.36392
H -6.05581 6.81342 0.82852
H -5.21298 5.57395 2.82908
H -4.53210 3.18686 2.54828
N -6.66918 -4.00556 -2.26514
C -5.35478 -3.70659 -2.35635
C -4.81010 -2.49686 -1.95633
C -5.66402 -1.53122 -1.43398
C -7.02310 -1.80876 -1.32912
C -7.47322 -3.04898 -1.75239
H -4.73001 -4.49109 -2.77335
H -3.74604 -2.31191 -2.05021
H -5.27381 -0.57044 -1.11103
H -7.71474 -1.07725 -0.92690
H -8.52467 -3.31465 -1.68761
N 7.83545 -0.23513 -3.91308
C 7.71679 1.03223 -4.36592
C 8.16623 2.14393 -3.67146
C 8.77137 1.94707 -2.43471
C 8.90638 0.65370 -1.94067
C 8.42879 -0.39492 -2.71023
H 7.23486 1.13415 -5.33392
H 8.04694 3.13908 -4.08462
H 9.13499 2.79434 -1.86063
H 9.37282 0.46692 -0.98004
H 8.51404 -1.42306 -2.36969
N 7.62535 5.26257 -6.11101
C 7.16444 5.95357 -7.17657
C 6.76838 7.28033 -7.12192
C 6.84496 7.94025 -5.89998
C 7.31375 7.25483 -4.78394
C 7.69004 5.93030 -4.93866
H 7.12032 5.39417 -8.10651
H 6.40851 7.78667 -8.01039
H 6.54213 8.98007 -5.81795
H 7.38496 7.74060 -3.81738
H 8.06583 5.35350 -4.09819
N -4.97959 -3.36134 -6.62882
C -5.91219 -3.78812 -5.74935
C -6.82886 -4.79034 -6.02396
C -6.79165 -5.39076 -7.27799
C -5.84388 -4.97160 -8.20597
C -4.96675 -3.96425 -7.83746
H -5.90304 -3.28662 -4.78599
H -7.55447 -5.09502 -5.27836
H -7.49511 -6.17894 -7.53012
H -5.78925 -5.41906 -9.19191
H -4.20652 -3.60486 -8.52534
N -7.81555 0.81571 7.60346
C -6.78597 -0.05519 7.68623
C -6.74904 -1.12312 8.56845
C -7.83129 -1.30943 9.42198
C -8.90580 -0.42800 9.36182
C -8.85274 0.60821 8.44348
H -5.96400 0.13422 7.00203
H -5.89698 -1.79303 8.58985
H -7.83760 -2.13471 10.12805
H -9.76392 -0.54564 10.01379
H -9.66843 1.32043 8.35568


25
Properties=species:S:1:pos:R:3 method="wB97M-V/def2-TZVPD" total_charge=+1 max_force_ev_per_a=3.8 mol_weight_g_mol=165.2 relative_energy_kj_mol=598.3 smiles="O[C@H]1N[N+]#C[C@@H]2CCC=CC[C@@H]21"
C -0.71050 1.61463 1.20414
C -0.75796 -1.43534 -1.92480
C -0.19607 -2.05637 -0.89168
C -1.17047 -0.02467 -2.23920
C -0.01545 -1.45305 0.49585
C -1.64133 0.77299 -0.99097
C -0.52113 1.23231 -0.15435
C 0.55538 0.04764 0.29798
C 1.51320 0.34616 1.43615
N -0.27619 1.59015 2.28786
N 0.71413 0.83431 2.76199
O 2.46677 1.23048 1.05361
H -0.63279 -2.00383 -2.84858
H 0.15747 -3.01993 -1.01983
H -0.45394 0.56382 -2.87531
H -2.07652 -0.08111 -2.84388
H -0.84923 -1.56716 1.34775
H 0.82604 -2.06015 0.98349
H -2.18172 1.67638 -1.25700
H -2.20282 0.09954 -0.43349
H -0.09094 2.17436 -0.53191
H 1.15456 0.12515 -0.62732
H 1.89278 -0.58845 1.77775
H 1.24286 1.16670 3.51581
H 3.25388 0.81544 1.47593


Calculated HOMO-LUMO gap, 8.5; 7.0; 9.0; 7.9 eV (same order as the records).